Density functional theory data (the ωB97M-V functional and the def2-TZVPD basis) for a structure of composition C24H70ClN6O7PSi2.

```
111
Properties=species:S:1:pos:R:3:mulliken_charge:R:1
C 0.88089 0.30077 0.89757 -1.493
C -0.42489 1.10832 0.82092 0.438
C -0.26977 2.54571 1.34631 0.511
C 0.75182 3.32428 0.49984 -1.575
Si -1.90457 3.48557 1.36044 -0.168
N -2.22463 4.17979 2.92509 -0.546
O -3.07434 2.40055 0.92857 0.009
Si -4.64028 2.37436 1.44441 0.472
P -4.88886 0.77298 3.04726 0.104
O -4.76417 -0.55065 2.09236 -0.390
Cl -2.99116 0.91930 3.86921 -0.213
H 1.52428 0.68440 1.69356 0.325
H 1.44631 0.38403 -0.03116 0.325
H 0.69152 -0.75403 1.08561 0.371
H -1.20968 0.59040 1.37119 -0.039
H -0.72329 1.17691 -0.22892 -0.036
H 0.08156 2.49386 2.38392 0.420
H 1.77406 3.00349 0.70180 0.345
H 0.55336 3.14322 -0.55874 0.367
H 0.69243 4.40133 0.67230 0.442
H -1.85833 4.59872 0.38542 -0.193
H -1.93419 3.54127 3.65773 0.300
H -1.59130 4.97372 2.99974 0.186
H -5.43401 1.87061 0.30271 -0.181
H -5.17057 3.65796 1.93340 -0.167
H -3.92217 -0.58884 1.62536 0.308
C -2.82377 -1.74377 -3.10484 -1.119
C -3.51547 -0.83637 -2.09652 0.901
C -4.96920 -0.48798 -2.43124 -0.846
O -5.12760 0.46413 -3.46293 -0.412
C -5.03593 -0.04256 -4.77875 -0.654
N -2.67770 0.34980 -1.90125 -0.112
H -2.50580 -1.19730 -3.99269 0.236
H -1.92263 -2.16222 -2.66001 -0.029
H -3.46664 -2.56888 -3.42152 0.403
H -3.54624 -1.37541 -1.14171 -0.092
H -5.42308 -0.03218 -1.54724 0.333
H -5.54300 -1.39584 -2.66469 0.462
H -5.46147 -1.04907 -4.84619 0.291
H -4.00440 -0.06839 -5.13960 0.236
H -5.60803 0.62364 -5.42327 0.269
H -3.04043 0.90257 -1.13000 -0.051
H -2.79400 0.94549 -2.71720 0.288
C 3.33166 -2.89841 -4.40881 -1.198
C 2.08405 -3.76781 -4.35212 0.289
C 0.80686 -3.08803 -4.85756 -0.898
O 0.25706 -2.18226 -3.92518 -0.059
C 0.83331 -0.88858 -3.88762 -0.549
N 1.90865 -4.23941 -2.97523 -0.530
H 3.33359 -2.16376 -3.60326 -0.032
H 4.21779 -3.52094 -4.28283 0.355
H 3.42630 -2.37211 -5.36074 0.417
H 2.25227 -4.64015 -4.99154 0.458
H 0.04212 -3.86027 -4.98138 0.333
H 0.95505 -2.61137 -5.83628 0.411
H 1.13078 -0.56106 -4.88919 0.363
H 1.69614 -0.84450 -3.21812 0.076
H 0.07022 -0.21234 -3.50121 0.102
H 1.13277 -4.89654 -2.95067 0.268
H 1.58739 -3.43664 -2.43934 0.124
C 4.04103 -3.54319 0.09777 -1.349
C 4.82872 -2.80776 -0.98046 1.014
C 6.34205 -2.78118 -0.74673 -0.929
O 6.77809 -1.87695 0.24847 -0.391
C 6.67084 -2.33778 1.57994 -0.626
N 4.27007 -1.46118 -1.14681 -0.502
H 3.92618 -2.93730 0.99727 0.309
H 3.04237 -3.77340 -0.27119 0.032
H 4.52642 -4.48157 0.37249 0.386
H 4.66772 -3.34718 -1.91783 -0.069
H 6.82306 -2.44383 -1.66877 0.374
H 6.71897 -3.79052 -0.53064 0.440
H 6.86835 -3.41268 1.64414 0.292
H 5.68741 -2.13106 2.00965 0.221
H 7.41974 -1.80813 2.16755 0.264
H 4.70907 -1.01266 -1.94610 0.282
H 4.56065 -0.89867 -0.35174 0.293
C 0.66953 8.90791 6.44504 -1.397
C 0.57328 9.24220 4.95996 0.350
C -0.11705 8.16200 4.12061 -0.672
O 0.67014 7.01481 3.86303 -0.394
C 0.70960 6.05513 4.90073 -0.683
N 1.90795 9.57849 4.46098 -0.739
H 1.46987 8.19482 6.64319 0.284
H 0.89277 9.80871 7.01474 0.346
H -0.26556 8.48898 6.82125 0.343
H -0.04529 10.14001 4.86308 0.407
H -0.33718 8.58408 3.13701 0.336
H -1.07374 7.86771 4.57431 0.406
H -0.25094 5.99393 5.42285 0.337
H 1.50591 6.26077 5.61970 0.266
H 0.91982 5.09116 4.43592 0.218
H 1.84013 9.93195 3.51188 0.271
H 2.44211 8.71808 4.37945 0.321
C -2.11934 -4.49490 1.32544 -1.717
C -1.75976 -4.28572 -0.14215 1.458
C -2.01196 -5.50660 -1.03362 -0.728
O -1.05809 -6.54145 -0.91289 -0.385
C -1.23986 -7.41683 0.18153 -0.687
N -0.38041 -3.80391 -0.23153 -0.362
H -1.35498 -5.07286 1.84525 0.327
H -2.19418 -3.53274 1.83096 0.367
H -3.07458 -5.01208 1.43343 0.374
H -2.40745 -3.49258 -0.53233 -0.560
H -1.94774 -5.18034 -2.07567 0.234
H -3.02445 -5.90387 -0.87525 0.519
H -2.30303 -7.58105 0.38456 0.312
H -0.75673 -7.04637 1.08924 0.243
H -0.78253 -8.36859 -0.08526 0.266
H -0.18997 -3.55077 -1.19762 -0.013
H 0.24229 -4.58462 -0.04008 0.353
```

## Properties
- Spin multiplicity: 1
- Calculated total energy: -86864.853 eV
- Net charge: 0
- E_LUMO: 0.461 eV